{
  "formula": "C13H26N4O3S2",
  "method": "ωB97M-V/def2-TZVPD",
  "gap_ev": 9.420,
  "e_lumo_ev": 0.466,
  "e_tot_ha": -1752.10489,
  "smiles": "CSCC[C@H](NC(=O)CS)C(=O)N[C@@H](CCCCN)C(N)=O",
  "symbols": ["C", "S", "C", "C", "C", "N", "C", "O", "C", "S", "C", "O", "N", "C", "C", "C", "C", "C", "N", "C", "N", "O", "H", "H", "H", "H", "H", "H", "H", "H", "H", "H", "H", "H", "H", "H", "H", "H", "H", "H", "H", "H", "H", "H", "H", "H", "H", "H"],
  "positions_angstrom": [[3.266, 0.442, 4.896], [3.129, -0.411, 3.273], [2.321, 1.022, 2.370], [0.776, 1.101, 2.516], [-0.010, -0.099, 1.912], [0.470, -1.349, 2.522], [-0.239, -2.532, 2.576], [-1.347, -2.624, 2.053], [0.396, -3.767, 3.229], [2.234, -3.930, 3.308], [-0.047, -0.209, 0.403], [0.325, 0.725, -0.333], [-0.588, -1.324, -0.194], [-0.571, -1.702, -1.615], [-1.507, -0.776, -2.460], [-2.997, -0.808, -2.022], [-3.857, -0.046, -3.018], [-5.319, 0.086, -2.586], [-6.128, 0.942, -3.457], [0.879, -1.874, -2.159], [1.832, -0.907, -2.080], [1.256, -2.890, -2.768], [3.625, 1.496, 4.726], [2.287, 0.513, 5.383], [3.986, -0.114, 5.519], [2.740, 1.953, 2.757], [2.577, 0.959, 1.308], [0.513, 1.134, 3.573], [0.422, 2.026, 2.084], [-1.034, 0.060, 2.241], [1.453, -1.405, 2.856], [0.054, -4.657, 2.723], [0.005, -3.758, 4.251], [2.378, -5.267, 3.344], [-1.024, -2.018, 0.441], [-0.969, -2.718, -1.699], [-1.083, 0.238, -2.426], [-1.527, -1.113, -3.491], [-3.089, -0.308, -1.037], [-3.377, -1.838, -1.897], [-3.463, 0.981, -3.126], [-3.790, -0.582, -3.977], [-5.351, 0.496, -1.545], [-5.737, -0.904, -2.535], [-6.097, 0.632, -4.409], [-5.850, 1.916, -3.359], [1.620, -0.054, -1.646], [2.739, -1.088, -2.521]],
  "lowdin_charge": [-0.3735, 0.8078, -0.4027, -0.1661, -0.2024, 0.0711, -0.4956, 0.0210, -0.4218, 0.6849, -0.3755, 0.0169, 0.1236, -0.1862, -0.1371, -0.2163, -0.2389, -0.3048, -0.0144, -0.4494, 0.1740, 0.0060, 0.0496, 0.0332, 0.0360, 0.0698, 0.0742, 0.1090, 0.1137, 0.1571, -0.0333, 0.0723, 0.0810, -0.1475, 0.1048, 0.1492, 0.1145, 0.1136, 0.1137, 0.1235, 0.1187, 0.1155, 0.1224, 0.0994, 0.0521, 0.0648, 0.0443, 0.1280]
}

---

{
  "formula": "C13H26N6O6Ti",
  "method": "ωB97M-V/def2-TZVPD",
  "gap_ev": [5.326, 5.266],
  "relative_energy_kcal_mol": 60.9,
  "e_lumo_ev": [-3.719, -3.856],
  "multiplicity": 2,
  "charge": 1,
  "e_tot_ha": -2139.96742,
  "symbols": ["O", "H", "Ti", "N", "N", "N", "N", "O", "O", "O", "O", "C", "C", "C", "C", "C", "H", "H", "H", "C", "H", "H", "H", "C", "C", "H", "H", "H", "H", "H", "H", "H", "H", "C", "H", "H", "H", "O", "H", "H", "C", "N", "C", "C", "N", "C", "H", "H", "H", "H", "H", "H"],
  "positions_angstrom": [[2.397, -2.143, -1.883], [2.520, -2.464, -2.780], [-0.223, -0.149, -0.519], [0.973, 0.894, -2.182], [1.873, 0.422, 0.126], [-2.079, -1.163, -0.338], [-0.315, -1.046, 1.428], [0.473, 1.033, -3.328], [-3.084, -1.367, -1.333], [0.633, -0.930, 2.411], [2.362, 0.323, 1.348], [2.760, 1.006, -0.737], [2.284, 1.239, -2.036], [-2.408, -1.815, 0.787], [-1.459, -1.679, 1.823], [3.100, 1.688, -3.180], [3.459, 0.828, -3.753], [3.962, 2.270, -2.860], [2.489, 2.298, -3.836], [4.108, 1.374, -0.225], [4.687, 0.510, 0.135], [4.057, 2.091, 0.608], [4.709, 1.855, -1.002], [-3.730, -2.445, 0.911], [-1.742, -1.950, 3.257], [-3.955, -3.100, 0.072], [-4.517, -1.691, 0.997], [-3.778, -3.055, 1.819], [-0.911, -1.645, 3.912], [-1.974, -3.014, 3.402], [-2.653, -1.396, 3.531], [-2.585, -1.315, -2.177], [1.411, -0.348, 1.998], [2.730, -3.250, -0.685], [3.730, -3.692, -0.762], [1.783, -3.771, -0.946], [2.579, -2.711, 0.270], [-0.091, -1.429, -1.884], [1.380, -1.891, -2.022], [-0.653, -2.200, -1.646], [-3.429, 3.183, 1.804], [-2.223, 2.808, 1.085], [-1.103, 3.586, 0.789], [-0.291, 2.810, 0.046], [-0.929, 1.611, -0.215], [-2.074, 1.619, 0.498], [-3.133, 3.765, 2.688], [-4.092, 3.783, 1.153], [-3.954, 2.262, 2.102], [-0.995, 4.634, 1.113], [0.723, 2.948, -0.328], [-2.802, 0.818, 0.543]],
  "mulliken_spin": [0.0014, 0.0007, 0.7595, -0.1443, 0.1779, 0.0080, 0.0429, -0.2655, -0.0032, 0.0289, 0.0947, -0.0826, 0.1443, 0.1221, 0.0828, -0.0251, 0.0154, 0.0014, 0.0067, 0.0108, -0.0042, -0.0056, -0.0024, 0.0022, -0.0031, 0.0083, 0.0116, -0.0018, 0.0009, 0.0026, 0.0036, 0.0021, 0.0042, 0.0025, 0.0002, 0.0001, 0.0014, 0.0009, -0.0060, 0.0040, 0.0001, -0.0008, -0.0026, 0.0138, -0.0139, 0.0053, -0.0001, 0.0000, 0.0001, 0.0001, 0.0024, -0.0026]
}

---

{
  "formula": "C13H26NO4P2Sr",
  "method": "ωB97M-V/def2-TZVPD",
  "gap_ev": 9.517,
  "relative_energy_kcal_mol": 0.0,
  "e_lumo_ev": -2.450,
  "charge": 1,
  "e_tot_ha": -1580.05014,
  "symbols": ["Sr", "P", "C", "C", "N", "C", "C", "C", "C", "C", "P", "H", "H", "H", "H", "H", "H", "H", "H", "O", "H", "H", "O", "H", "C", "H", "H", "H", "C", "H", "H", "H", "C", "H", "H", "H", "C", "H", "H", "H", "C", "C", "O", "O", "H", "H", "H"],
  "positions_angstrom": [[-1.091, 0.397, -0.098], [0.263, 0.999, -2.742], [0.535, -0.831, -2.529], [1.507, -1.248, -1.429], [1.189, -0.901, -0.161], [1.998, -1.269, 0.853], [3.156, -2.016, 0.627], [3.482, -2.398, -0.671], [2.648, -2.005, -1.716], [1.679, -0.831, 2.273], [-0.093, -0.449, 2.622], [2.852, -2.261, -2.755], [3.773, -2.281, 1.484], [4.371, -2.994, -0.868], [2.007, -1.612, 2.978], [2.239, 0.094, 2.503], [-0.505, -1.289, -2.286], [0.878, -1.219, -3.503], [-2.724, -1.495, -0.457], [-2.068, -1.662, -1.263], [-2.109, -2.600, -1.505], [-3.257, 0.338, 0.753], [-3.116, -0.717, 0.807], [-3.629, -1.044, 1.561], [-0.639, -2.097, 3.198], [-0.089, -2.382, 4.105], [-1.716, -2.060, 3.421], [-0.468, -2.847, 2.412], [0.088, 0.432, 4.209], [-0.883, 0.890, 4.448], [0.380, -0.247, 5.022], [0.832, 1.235, 4.102], [1.928, 1.617, -3.156], [2.211, 1.321, -4.176], [1.891, 2.715, -3.090], [2.666, 1.250, -2.432], [-0.546, 1.022, -4.379], [-1.077, 1.981, -4.463], [0.197, 0.946, -5.184], [-1.282, 0.211, -4.462], [-2.735, 4.218, 0.958], [-2.183, 2.851, 0.741], [-0.921, 2.674, 0.755], [-3.028, 1.889, 0.493], [-1.962, 4.853, 1.393], [-3.608, 4.177, 1.612], [-3.040, 4.643, -0.004]],
  "lowdin_charge": [1.4000, 0.8113, -0.3401, -0.3287, 0.0195, -0.3121, -0.0146, -0.0254, -0.0121, -0.3000, 0.8153, 0.1208, 0.1230, 0.1208, 0.0988, 0.1039, 0.0661, 0.0951, 0.0318, -0.2181, 0.0764, 0.0519, -0.2120, 0.0976, -0.2773, 0.0507, 0.0402, 0.0509, -0.2704, 0.0469, 0.0533, 0.0516, -0.2709, 0.0504, 0.0498, 0.0444, -0.2766, 0.0454, 0.0491, 0.0508, 0.0055, -0.6658, -0.1800, -0.1985, 0.0896, 0.0924, 0.0993]
}